Record 1
C4H10S2 | ωB97M-V/def2-TZVPD

The value obtained for the largest force on an atom is 7.1 eV/A. The value obtained for the total energy is -25975.307 eV. As for the multiplicity: 1.

Last column: Mulliken charge in e.
Atoms and positions in Å:
C -2.2629 -0.0680 0.1288  -1.12
C -0.9449 0.3171 0.4494  -0.13
C 0.3233 -0.3109 -0.2356  -0.78
C 1.6564 0.2106 -0.0416  -0.30
H -2.9572 0.9042 0.2745  0.28
H -2.6846 -1.0194 0.6140  0.28
H -2.3945 -0.3194 -1.1578  0.21
H -0.8446 1.3102 0.0575  0.19
H -0.5338 0.2080 1.6205  0.29
H 0.1595 -0.2366 -1.1702  0.66
H 0.4647 -1.3057 1.6571  0.18
H 2.0844 -0.8454 -0.7613  0.26
H 2.1938 0.0594 1.0862  0.25
H 2.8896 1.2416 -1.9714  0.15
S 0.7150 -1.9633 0.2694  -0.17
S 2.1358 1.8176 -0.8196  -0.25

Record 2
C5H15NO2 | ωB97M-V/def2-TZVPD

The value obtained for the largest force on an atom is 5.6 eV/A. The value obtained for the total energy is -11000.533 eV. As for the multiplicity: 1.

Last column: Mulliken charge in e.
Atoms and positions in Å:
C 0.3597 1.4271 -0.1223  -1.03
C 0.8250 0.4258 0.9870  -0.36
C 0.9540 -0.9716 0.3429  0.05
C 2.2027 -1.3891 0.0142  -0.67
C -0.2159 -1.7151 -0.1578  -0.44
N 1.5925 2.1440 -0.7073  -0.67
H -0.3637 0.7496 -0.6753  0.53
H -0.2510 2.2103 0.3702  0.31
H 1.8354 0.6382 1.3252  0.43
H 0.1668 0.4937 1.8747  0.36
H 2.2236 -2.0655 -0.8927  0.28
H 3.1858 -1.0365 0.3120  0.29
H 0.1544 -2.5212 -0.8256  0.31
H -0.7080 -0.9886 -0.8016  0.17
H -0.8385 -2.1175 0.6949  0.26
H 1.2058 -0.4059 -1.9511  0.25
H 1.5421 3.0973 -0.2833  0.31
H -3.2719 -0.1105 -1.6084  0.21
H -1.9675 0.6765 1.6045  0.21
O -2.2921 -0.1748 1.2799  -0.76
H 1.2532 1.0501 -1.3066  0.39
H -2.4651 0.0025 0.1149  0.41
O -2.4081 0.0069 -1.2029  -0.88

Record 3
C6H15NS | ωB97M-V/def2-TZVPD

The value obtained for the largest force on an atom is 4.5 eV/A. The value obtained for the total energy is -18788.842 eV. As for the multiplicity: 1.

Last column: Mulliken charge in e.
Atoms and positions in Å:
C -2.1618 -1.6795 2.4368  -1.10
C -2.1757 -0.7951 1.1850  -0.59
N -0.8843 0.1497 1.2414  -0.08
C -1.2906 1.5539 1.3929  -0.98
C -0.1038 -0.0945 -0.0384  -0.79
C 1.3291 0.3473 0.1443  -0.62
C 2.1527 -0.2609 -1.0094  -0.65
S 1.6103 0.4501 -2.6198  -0.27
H -1.4885 -2.5188 2.1978  0.25
H -1.6480 -1.2408 3.2963  0.32
H -3.1621 -1.9988 2.6251  0.36
H -2.8202 0.0545 1.1419  0.45
H -1.9746 -1.4144 0.3177  0.40
H -2.3654 1.6893 1.5661  0.38
H -0.7607 2.0458 2.2863  0.22
H -1.0874 2.1470 0.4870  0.32
H -0.6617 0.4184 -0.8432  0.41
H -0.0188 -1.1644 -0.2360  0.43
H 1.3742 1.4393 0.1716  0.32
H 1.7516 -0.0136 1.1051  0.30
H 3.2095 -0.0541 -0.7983  0.39
H 2.0235 -1.3445 -1.0315  0.39
H 1.9964 -0.5307 -3.5818  0.13

Record 4
CHF3FeNO4S2 | ωB97M-V/def2-TZVPD

The value obtained for the largest force on an atom is 4.2 eV/A. Its net charge is +2. The value obtained for the total energy is -74916.484 eV. As for the multiplicity: 6.

Last column: Mulliken charge in e.
Atoms and positions in Å:
N 0.5767 -0.9896 0.6217  -0.16
S 1.9531 -0.7124 0.0242  1.06
O 2.8935 -1.7845 0.0460  -0.23
O 2.0660 0.3471 -0.9754  -0.41
S -0.6557 0.1302 0.7110  0.98
O -0.3571 1.3452 -0.0722  -0.51
O -1.0649 0.2651 2.0814  -0.40
C -1.9984 -0.7551 -0.2747  0.75
F -1.5857 -0.9020 -1.5072  -0.18
F -2.2314 -1.9107 0.2888  -0.14
F -3.0559 0.0164 -0.2256  -0.13
H 2.3337 2.6963 0.2227  0.29
Fe 1.1261 2.2541 -0.9408  1.09